Molecular formula: C31H48BIO8
Method: DFT, wB97M-V/def2-TZVPD

total energy	-2134.51456	hartree
SMILES	C=CC(=O)OCCCCCC[C@@]1(OCCCC)[C@@](CCCCO)(CC(=O)I)OC[C@]1(Cc1ccc(C)cc1)B(O)O

CARTESIAN COORDINATES (ANGSTROEM)
C -2.682 4.391 6.774
C -3.711 4.885 6.109
C -4.391 4.159 5.009
O -5.225 3.338 5.180
O -4.048 4.601 3.763
C -2.895 3.906 3.250
C -3.272 2.547 2.628
C -2.604 2.324 1.267
C -1.173 1.742 1.359
C -1.022 0.286 0.863
C -0.377 0.204 -0.523
C 0.563 -0.981 -0.724
O 1.314 -1.200 0.459
C 2.144 -0.148 0.897
C 2.741 -0.552 2.228
C 3.796 0.467 2.696
C 5.016 -0.189 3.376
C -0.131 -2.373 -1.024
C 0.481 -3.527 -0.217
C -0.010 -3.686 1.234
C -0.882 -4.914 1.516
C -0.261 -6.241 1.080
O -1.184 -7.075 0.365
C -1.672 -2.499 -0.868
C -2.512 -2.005 -2.015
O -2.476 -2.408 -3.101
I -4.086 -0.522 -1.602
O 0.201 -2.686 -2.381
C 0.464 -1.454 -3.014
C 1.433 -0.827 -2.016
C 2.023 0.559 -2.398
C 1.328 1.285 -3.535
C 1.965 1.330 -4.785
C 1.408 1.989 -5.884
C 0.181 2.647 -5.765
C -0.448 3.391 -6.915
C -0.472 2.602 -4.522
C 0.092 1.939 -3.431
B 2.701 -1.804 -2.052
O 3.529 -1.958 -0.981
O 3.055 -2.468 -3.238
H -2.340 3.392 6.555
H -2.176 4.951 7.542
H -4.113 5.864 6.327
H -2.455 4.534 2.488
H -2.174 3.757 4.051
H -4.342 2.570 2.453
H -3.037 1.713 3.282
H -2.623 3.239 0.681
H -3.224 1.611 0.728
H -0.502 2.402 0.812
H -0.865 1.807 2.401
H -2.016 -0.152 0.879
H -0.428 -0.242 1.601
H 0.259 1.080 -0.605
H -1.100 0.289 -1.326
H 1.596 0.787 1.042
H 2.974 0.000 0.209
H 1.960 -0.591 2.984
H 3.194 -1.532 2.125
H 4.135 1.083 1.868
H 3.340 1.107 3.444
H 5.042 -1.257 3.177
H 4.978 -0.077 4.454
H 5.948 0.233 3.015
H 1.558 -3.425 -0.207
H 0.262 -4.416 -0.804
H 0.869 -3.770 1.869
H -0.513 -2.787 1.579
H -1.885 -4.793 1.111
H -1.018 -4.961 2.595
H 0.054 -6.824 1.936
H 0.615 -6.084 0.451
H -1.605 -6.515 -0.293
H -1.885 -3.564 -0.850
H -2.042 -2.097 0.065
H -0.434 -0.839 -3.128
H 0.811 -1.602 -4.029
H 3.045 0.405 -2.745
H 2.112 1.227 -1.545
H 2.924 0.847 -4.918
H 1.918 2.007 -6.836
H 0.315 3.628 -7.650
H -0.810 4.349 -6.551
H -1.265 2.845 -7.372
H -1.420 3.105 -4.400
H -0.447 1.955 -2.498
H 4.318 -2.445 -1.243
H 3.590 -1.885 -3.788

What are the Löwdin partial charges on each atom? They are as follows, in elementary charge units: 0.0326, -0.0714, -0.5212, 0.1750, -0.0211, -0.1556, -0.1596, -0.2000, -0.1766, -0.1682, -0.1108, -0.2862, -0.1064, -0.2100, -0.1614, -0.2357, -0.0996, -0.3147, -0.0913, -0.1703, -0.1745, -0.2484, -0.0714, -0.0850, -0.7814, 0.0632, 0.7897, -0.0393, -0.1232, -0.1776, -0.0544, -0.2010, -0.0311, -0.0359, -0.2730, -0.0524, -0.0282, -0.0246, -0.6092, 0.1971, 0.1532, 0.0682, 0.0591, 0.1156, 0.1225, 0.1123, 0.1168, 0.1164, 0.1079, 0.0557, 0.1040, 0.1045, 0.0741, 0.1053, 0.0895, 0.0816, 0.1284, 0.1166, 0.1165, 0.1089, 0.1006, 0.0988, 0.0608, 0.0644, 0.0638, 0.1164, 0.1260, 0.1159, 0.1034, 0.1047, 0.1090, 0.1148, 0.1061, 0.0704, 0.1283, 0.0915, 0.1221, 0.1459, 0.1127, 0.1204, 0.1056, 0.1066, 0.0723, 0.0767, 0.0809, 0.1110, 0.0932, 0.1249, 0.1085

Molecular formula: C31H48BiCl3N4O4Si
Method: DFT, wB97M-V/def2-TZVPD

relative energy (zero: lowest compared OMol25 entry of this formula, charge and spin)	0.00	kcal per mole
total energy	-3614.86497	hartree

CARTESIAN COORDINATES (ANGSTROEM)
C 1.568 -0.508 -4.168
C 1.161 0.932 -4.139
H 1.287 -0.996 -5.108
H 1.107 -1.069 -3.335
H 2.659 -0.623 -4.052
C 0.662 1.614 -5.176
C 0.462 1.096 -6.559
H 0.363 2.652 -5.026
H 0.685 0.030 -6.656
H 1.079 1.633 -7.293
H -0.580 1.258 -6.864
Bi 0.237 -0.185 -0.217
Cl 2.697 0.571 0.210
Cl 0.368 -2.574 -1.275
C 0.503 3.205 0.645
O -0.333 2.270 0.637
N 0.201 4.465 1.004
C -1.137 4.846 1.443
C 1.211 5.512 0.959
H 1.555 3.048 0.352
H -1.787 3.969 1.514
H -1.577 5.574 0.745
H -1.072 5.339 2.424
H 2.147 5.078 0.587
H 1.363 5.919 1.972
H 0.883 6.316 0.282
H -1.471 -0.723 -3.766
H -2.337 1.607 -4.295
C -2.282 -0.858 -3.035
C -3.187 1.357 -3.641
N -2.759 0.446 -2.593
H -1.913 -1.442 -2.188
C -2.703 0.832 -1.313
O -2.262 0.112 -0.390
H -3.574 2.269 -3.172
H -3.065 1.869 -1.134
H -3.103 -1.393 -3.533
H -3.975 0.880 -4.239
O 0.115 1.047 -2.053
C 1.186 1.569 -2.752
C -0.058 3.804 -2.545
C 1.140 3.103 -2.702
H -0.979 3.234 -2.413
C -0.055 5.200 -2.529
H 2.145 1.264 -2.291
C 2.345 3.804 -2.784
H -0.999 5.739 -2.406
C 1.147 5.895 -2.680
C 2.352 5.197 -2.794
H 3.271 3.228 -2.843
H 1.150 6.985 -2.691
H 3.300 5.732 -2.888
Si 0.461 -7.109 -1.023
Cl 0.705 -7.033 -3.089
C -1.363 -6.836 -0.716
C 1.551 -5.763 -0.339
C 1.020 -8.800 -0.440
H -1.679 -5.872 -1.137
H -1.583 -6.832 0.359
H -1.960 -7.631 -1.185
H 0.420 -9.598 -0.898
H 0.923 -8.885 0.651
H 2.073 -8.974 -0.700
H 1.241 -4.792 -0.754
H 2.602 -5.929 -0.611
H 1.475 -5.696 0.754
C -0.805 0.196 6.600
N -0.915 0.275 5.157
N -0.230 -0.516 4.301
C -0.605 -0.200 3.012
O -0.254 -0.947 2.049
C -1.432 0.952 3.113
C -1.611 1.199 4.454
C -2.385 2.267 5.111
C 0.557 -1.644 4.627
C 0.149 -2.559 5.598
C 0.905 -3.715 5.823
C 2.016 -3.996 5.015
C 2.364 -3.118 3.976
C 1.649 -1.939 3.800
H -1.784 -0.047 7.039
H -0.477 1.165 7.000
H -0.094 -0.569 6.913
H -1.830 1.472 2.261
H -3.227 1.870 5.702
H -1.751 2.888 5.767
H -2.801 2.917 4.326
H -0.765 -2.381 6.162
H 0.599 -4.408 6.612
H 2.590 -4.914 5.181
H 3.188 -3.363 3.303
H 1.918 -1.264 2.989

What are the Löwdin partial charges on each atom? They are as follows, in elementary charge units: -0.0494, -0.2342, 0.0661, 0.0098, 0.0950, -0.1232, -0.1002, 0.1038, 0.0580, 0.0752, 0.0687, 1.4894, -0.1519, -0.0923, -0.2974, -0.1592, -0.1722, -0.0293, -0.0434, 0.0957, 0.0780, 0.0916, 0.0899, 0.0938, 0.0913, 0.0861, 0.0934, 0.0895, -0.0366, -0.0423, -0.1747, 0.0255, -0.3139, -0.1748, 0.0867, 0.1479, 0.0973, 0.0929, -0.4411, -0.4355, -0.0445, -0.1826, 0.1046, -0.0943, 0.0769, -0.0307, 0.1005, -0.1179, -0.0885, 0.1231, 0.0979, 0.1023, 0.0872, 0.2825, -0.2205, -0.2373, -0.2252, 0.0300, 0.0318, 0.0297, 0.0282, 0.0307, 0.0298, -0.0812, 0.0354, 0.0324, 0.0009, -0.0647, 0.0569, -0.3911, -0.2207, 0.0657, -0.2566, -0.0140, -0.1728, -0.0395, -0.0778, -0.0804, -0.0555, 0.0014, 0.1041, 0.0976, 0.0797, 0.0965, 0.0959, 0.0914, 0.0885, 0.1080, 0.1054, 0.1049, 0.1138, 0.1081

no.,HOMO (Ha)
1,-0.3313
2,-0.2863